ORCA calculation (ωB97M-V/def2-TZVPD) on a single C5H9NO molecule.

```
16
Properties=species:S:1:pos:R:3:forces:R:3
O 0.445380 2.709444 0.179726 -0.12 -0.45 0.17
N 0.071215 -0.882885 -0.183588 0.00 -0.09 0.02
C -1.126947 -0.330016 -0.757212 -0.28 -0.02 -0.01
C -0.142121 1.179508 1.928227 0.03 0.00 -0.01
C 0.095032 0.513035 -0.574353 0.13 0.23 -0.09
C 0.821625 -1.823787 -0.995332 0.09 -0.08 -0.11
C 0.159522 1.571741 0.494013 0.10 0.22 -0.07
H 0.853380 -1.553356 -2.064631 -0.05 0.01 0.16
H -0.177913 0.093151 2.053352 -0.02 0.26 -0.03
H -1.380920 -0.579152 -1.788905 0.08 0.00 0.17
H 0.620420 0.796445 -1.491513 -0.11 -0.10 0.23
H 0.354357 -2.809622 -0.899579 0.13 0.14 -0.03
H 0.633485 1.609717 2.571876 -0.15 -0.08 -0.14
H -1.977669 -0.234985 -0.084331 0.15 0.05 -0.10
H 1.848383 -1.883402 -0.621359 -0.15 0.00 -0.07
H -1.097231 1.624163 2.233609 0.15 -0.08 -0.11
```
Forces are in eV/Å.

multiplicity: 1
SMILES: CC(=O)[C@@H]1CN1C
orbital gap: 10.30 eV
E_tot: -325.86472 hartree

These are the Mulliken partial charges, in e, on atoms 1 to 4: O -0.5649; N -0.2166; C -0.3908; C -0.9839